The following is a quantum chemistry calculation of C3H5NO4 in the gas phase at a distorted geometry, from the Open Molecules 2025 dataset.

Bonds (Å) are listed after each position.
CARTESIAN COORDINATES (ANGSTROEM)
1 N -0.22934 1.79548 0.37267  C2 1.605, H9 0.966, H10 1.029
2 C -0.19702 0.19605 0.50138  N1 1.605, C3 1.548, C6 1.457, H11 1.161
3 C 1.11988 -0.46971 0.03218  C2 1.548, O4 1.224, O5 1.367
4 O 1.25140 -1.68517 -0.03655  C3 1.224
5 O 2.05188 0.33044 -0.56700  C3 1.367, H12 0.997
6 C -1.33947 -0.38589 -0.19061  C2 1.457, O7 1.217, O8 1.346
7 O -2.16709 0.28411 -0.77929  C6 1.217
8 O -1.56414 -1.69269 0.03935  C6 1.346, H13 0.956
9 H 0.40649 2.09501 -0.28945  N1 0.966
10 H -1.15367 1.87746 -0.07193  N1 1.029
11 H -0.15697 -0.01466 1.64224  C2 1.161
12 H 2.73284 -0.24409 -1.01346  O5 0.997
13 H -0.75476 -2.08634 0.36046  O8 0.956

Values from the calculation:
molecular weight = 119.1 g mol⁻¹
Kohn-Sham gap = 10.772 eV
largest force on an atom = 0.110 Eh/bohr
E_HOMO = -10.4 eV
multiplicity = 1
ΔE to the lowest compared entry with this formula, charge and spin = 78.9 kJ/mol
DFT total energy = -473.03939 Ha
lowest unoccupied orbital energy = 0.3 eV
structure (SMILES) = NC(C(=O)O)C(=O)O